ORCA calculation (ωB97M-V/def2-TZVPD) on one molecule with the formula C6H10BN in a non-equilibrium geometry.

```
18
Properties=species:S:1:pos:R:3:forces:R:3:lowdin_charge:R:1
C -2.72634 1.49258 -0.89890 -1.19 -1.76 -2.11 0.007
C -1.76442 1.13418 -0.07133 3.31 0.33 0.02 -0.165
C -0.78564 0.03456 -0.34482 -1.73 0.26 -1.33 -0.080
C 0.34168 -0.17979 0.33631 1.25 -1.61 -0.24 -0.258
B 1.10759 -1.52013 -0.04829 -1.71 -0.28 -2.76 0.074
N 0.51944 -2.43600 -1.59074 1.25 2.85 3.89 -0.022
C 0.80225 0.68801 1.41708 2.55 0.99 0.78 -0.151
C 2.15379 0.84040 1.72254 -4.44 -3.14 -2.13 0.048
H -3.26236 2.40808 -0.79877 -0.28 0.52 0.16 0.040
H -3.07503 0.82162 -1.80722 0.87 1.27 2.08 0.111
H -1.24207 1.85132 0.62671 -1.69 -0.51 -0.44 0.102
H -0.88970 -0.56663 -1.27300 -0.48 0.18 0.89 0.099
H 1.94281 -1.90139 0.73052 -0.25 -0.57 -0.55 0.044
H 0.64717 -3.39956 -1.29252 0.57 0.10 -0.91 -0.017
H 1.06184 -2.08591 -2.40454 -0.23 -0.97 0.94 0.014
H 0.05821 1.32916 1.90605 0.45 -0.16 -0.11 0.090
H 2.38297 1.50183 2.47389 1.19 1.26 1.47 0.020
H 2.72781 -0.01234 1.31703 0.56 1.24 0.34 0.045
```
Positions in Å, forces in eV/Å.

frontier orbital gap: 8.33 eV
energy: -8546.7529 eV
LUMO: -0.28 eV
relative energy (zero: lowest compared OMol25 entry of this formula, charge and spin): 295.06 kJ/mol
SMILES: C=C/C=C(/BN)C=C

***

ORCA calculation (ωB97M-V/def2-TZVPD) on a 2-piece molecular cluster, C6H10BN overall in a non-equilibrium geometry.

```
18
Properties=species:S:1:pos:R:3:forces:R:3:lowdin_charge:R:1
C -3.75119 -0.81108 0.16425 0.04 0.07 -0.03 -0.001
C -2.68169 -0.08305 -0.13720 -0.40 0.12 -0.04 -0.197
C -1.32140 -0.56186 0.00962 0.25 -0.21 0.02 -0.126
C -0.26839 0.14505 -0.30631 -0.22 -0.08 0.01 -0.055
C 0.74859 0.89638 -0.58504 0.31 0.23 0.02 -0.175
C 1.42294 1.79664 0.41037 -0.07 -0.06 -0.03 -0.092
H -4.75166 -0.43316 0.04732 -0.15 0.13 -0.04 0.047
H -3.65996 -1.81764 0.54016 0.08 -0.19 0.07 0.053
H -2.79152 0.92578 -0.51306 -0.07 0.08 -0.04 0.103
H -1.20500 -1.56834 0.39480 0.12 -0.10 0.04 0.108
H 1.18607 0.87567 -1.57593 -0.07 -0.12 -0.14 0.109
H 1.54965 2.79151 -0.01299 0.03 0.09 0.04 0.071
H 0.83876 1.86582 1.32344 0.00 0.05 0.08 0.078
H 2.40640 1.39588 0.65219 0.08 0.04 0.03 0.053
B 2.62102 -1.71922 -0.02858 1.03 0.86 -0.18 -0.167
N 3.57081 -0.93505 -0.17802 -0.45 -0.42 0.08 0.165
H 1.76821 -2.46265 0.10836 -0.60 -0.51 0.10 0.005
H 4.31836 -0.30067 -0.31337 0.11 0.03 -0.01 0.019
```
Positions in Å, forces in eV/Å.

frontier orbital gap: 9.46 eV
energy: -8548.2322 eV
LUMO: 0.79 eV
relative energy (zero: lowest compared OMol25 entry of this formula, charge and spin): 152.32 kJ/mol
SMILES: C=CC=C=CC.B=N

***

ORCA calculation (ωB97M-V/def2-TZVPD) on one molecule with the formula C6H10BNO2 in a non-equilibrium geometry.

```
20
Properties=species:S:1:pos:R:3:forces:R:3:lowdin_charge:R:1
B 1.30581 0.83552 -0.07786 -1.19 -0.13 0.07 -0.666
C 1.13150 -1.70463 -0.49478 5.09 3.48 -6.51 -0.042
C 0.94226 -0.34932 -1.08697 0.04 -0.02 1.54 -0.168
C 0.36984 -2.03162 0.44601 -6.77 -0.55 9.30 -0.154
C -0.54101 -0.12220 -1.23296 -2.05 -0.19 1.56 -0.086
C -1.07969 -0.20066 0.26680 -0.94 3.35 -4.26 -0.352
C -2.10129 0.76856 0.74330 2.66 -0.82 3.22 -0.038
N -0.58777 -1.18137 0.94820 1.78 -5.53 1.01 0.133
O 0.69139 2.05818 -0.17880 0.13 -0.17 -1.64 0.176
O 1.94081 0.47098 1.03351 1.05 -3.08 -1.67 0.248
H 1.90307 -2.30364 -0.88034 0.66 -1.01 -0.48 0.113
H 1.38131 -0.21544 -2.01144 1.24 -0.09 -2.09 0.112
H 0.36117 -2.92095 1.06515 0.55 -0.37 -0.49 0.118
H -0.61330 0.87411 -1.63225 -0.89 0.36 -0.22 0.101
H -1.05534 -0.85808 -1.86473 0.27 0.12 -0.14 0.127
H -2.87642 0.31574 1.39396 -0.03 0.23 -0.94 0.091
H -2.29781 1.31331 -0.09848 -1.72 1.48 -1.84 0.039
H -1.57916 1.49755 1.44037 -0.50 -0.34 -0.33 0.087
H 0.69404 2.67236 0.53554 0.23 0.43 0.83 0.097
H 2.01059 1.08161 1.68580 0.39 2.85 3.09 0.062
```
Positions in Å, forces in eV/Å.

frontier orbital gap (alpha / beta): 5.30 / 6.87 eV
energy: -12642.8788 eV
2S+1: 3
LUMO (alpha / beta): 0.35 / -1.99 eV
<S²>: 2.02
relative energy (zero: lowest compared OMol25 entry of this formula, charge and spin): 0.00 kJ/mol

***

ORCA calculation (ωB97M-V/def2-TZVPD) on a 2-piece molecular cluster, C6H10Br3N2 overall in a non-equilibrium geometry.

```
21
Properties=species:S:1:pos:R:3:forces:R:3:lowdin_charge:R:1
C -1.49980 -0.67224 -0.45511 -0.06 0.55 0.20 -0.136
C 0.12118 0.91385 -1.12799 -2.38 -0.74 2.38 -0.117
C -0.69379 -1.19294 0.75479 -1.62 -1.01 1.25 -0.045
C 0.56934 0.80090 0.36712 1.28 4.26 -0.12 -0.094
C 0.59620 -1.31100 -1.55317 0.21 0.71 1.59 -0.043
C 1.38906 -1.29570 -0.45448 0.28 -2.15 -2.26 -0.650
N -0.51310 -0.36993 -1.47546 0.56 0.12 -1.11 -0.117
N 0.76407 -0.65075 0.66640 -1.37 0.70 0.82 -0.054
Br 4.29691 0.63446 0.81157 -0.34 0.69 0.20 -0.011
Br 3.02463 -2.29175 -0.23848 -1.42 0.35 -0.06 0.762
Br 6.46362 0.06006 0.63221 0.44 -0.21 -0.05 0.111
H -2.27827 -1.32480 -0.82978 0.27 -0.80 0.14 0.130
H -2.11456 0.25139 -0.22932 1.11 -0.73 -0.07 0.150
H -0.58041 1.73825 -1.33129 0.49 -0.20 0.30 0.151
H 0.95939 0.93106 -1.67038 2.96 0.86 -2.47 0.077
H -1.21342 -0.79675 1.62820 0.72 0.15 0.39 0.131
H -0.74152 -2.30969 0.87654 0.74 1.10 -0.43 0.158
H 1.52797 1.49408 0.63132 -1.94 -2.12 -0.82 0.147
H -0.22897 1.32194 0.92992 0.36 -1.19 0.50 0.134
H 0.76127 -1.86634 -2.45910 0.19 -0.05 -0.13 0.134
H 1.32558 -0.74492 1.52646 -0.49 -0.30 -0.25 0.181
```
Positions in Å, forces in eV/Å.

frontier orbital gap: 8.62 eV
energy: -219482.2368 eV
LUMO: -4.33 eV
charge: +1
relative energy (zero: lowest compared OMol25 entry of this formula, charge and spin): 21.72 kJ/mol

***

ORCA calculation (ωB97M-V/def2-TZVPD) on one molecule with the formula C6H10BrN in a non-equilibrium geometry.

```
18
Properties=species:S:1:pos:R:3:forces:R:3:lowdin_charge:R:1
C -1.64714 -1.79840 1.21546 -3.83 -0.32 2.38 -0.028
C -0.49049 -1.40727 0.83952 2.30 0.12 -0.62 -0.301
N -0.10512 -0.08228 0.64008 1.63 -1.86 -1.08 -0.207
C -0.91409 1.01616 0.95916 -3.09 -0.06 -2.06 -0.080
C 0.73008 0.13733 -0.45242 -0.73 -0.21 -3.39 -0.177
C 0.62743 -0.26154 -1.79522 0.94 -0.50 2.92 -0.618
C 1.71167 0.10587 -2.82226 -1.34 0.25 -1.49 -0.155
Br -0.67032 -1.64863 -2.29680 0.86 1.01 -0.03 0.678
H -1.87606 -2.79025 1.68168 0.21 1.04 -1.00 0.080
H -2.34844 -0.95069 1.33096 -0.28 -1.16 0.12 0.053
H 0.25651 -2.16287 0.67956 0.76 0.22 -0.15 0.112
H -1.37412 1.43328 -0.06159 -0.02 -0.90 2.29 0.146
H -1.60682 0.71813 1.76543 -0.13 0.36 -0.78 0.092
H -0.41398 1.83192 1.33088 1.85 1.84 0.92 0.051
H 1.36031 0.98311 -0.32154 0.92 0.56 0.13 0.107
H 1.33253 1.03278 -3.36083 0.12 -1.35 -0.03 0.085
H 2.61607 0.54088 -2.38775 0.04 -0.84 0.32 0.063
H 1.90048 -0.76392 -3.58325 -0.19 1.82 1.55 0.099
```
Positions in Å, forces in eV/Å.

frontier orbital gap: 8.75 eV
energy: -77913.9406 eV
LUMO: 0.80 eV
relative energy (zero: lowest compared OMol25 entry of this formula, charge and spin): 71.75 kJ/mol
SMILES: C=CN(C)/C=C(/C)Br

***

ORCA calculation (ωB97M-V/def2-TZVPD) on a 2-piece molecular cluster, C6H10Cl2 overall in a non-equilibrium geometry.

```
18
Properties=species:S:1:pos:R:3:forces:R:3:lowdin_charge:R:1
C -3.44748 0.05682 -1.46800 -0.70 -1.35 -0.10 -0.101
C -2.70166 0.17317 -0.41049 4.61 -0.91 0.60 -0.638
C 0.63074 0.46290 1.44598 1.53 -3.89 1.99 -0.077
C 0.33817 -2.05687 1.43745 -0.54 0.96 -0.32 -0.089
C -0.65902 -0.55610 -0.39234 -3.10 1.28 0.95 -0.542
C -0.31323 -0.68864 1.10432 0.39 0.55 -1.91 -0.489
Cl -3.12612 0.82733 1.11713 -0.22 0.24 -0.29 0.662
Cl -0.74752 -2.01250 -1.29718 -0.09 -0.33 -0.82 0.667
H -4.48305 0.30305 -1.27966 -0.29 0.18 -0.68 0.053
H -3.15892 -0.64007 -2.28010 -0.08 0.98 0.34 0.060
H 0.41225 1.42242 1.26298 -1.69 3.42 -1.13 0.033
H 0.85791 0.44017 2.53598 0.07 -0.19 -0.61 0.103
H 1.51856 0.22884 0.89825 1.09 0.14 -0.12 0.073
H 0.29465 -2.14087 2.50946 0.03 -0.56 0.43 0.071
H 1.38774 -1.97550 1.14482 -0.01 -0.20 0.00 0.079
H -0.11067 -2.90841 0.88915 0.15 0.56 0.78 0.041
H -0.07171 0.19942 -0.89911 -0.26 0.05 -0.32 0.072
H -1.22956 -0.38986 1.54484 -0.89 -0.93 1.21 0.021
```
Positions in Å, forces in eV/Å.

frontier orbital gap: 9.96 eV
energy: -31425.7510 eV
LUMO: 0.70 eV
relative energy (zero: lowest compared OMol25 entry of this formula, charge and spin): 317.58 kJ/mol

***

ORCA calculation (ωB97M-V/def2-TZVPD) on C6H10Cl2 as an isolated structure in a non-equilibrium geometry.

```
18
Properties=species:S:1:pos:R:3:forces:R:3:lowdin_charge:R:1
C 0.43455 1.43887 2.94405 1.34 -0.50 -1.47 -0.139
C 0.96943 0.37885 1.81515 0.02 -1.33 0.25 -0.296
C -0.31728 -0.50006 1.69932 -2.65 1.64 1.66 -0.189
C -1.00326 -0.82142 0.58194 -2.13 0.16 1.15 -0.231
C -0.54878 -0.44386 -0.75944 1.58 0.14 -0.77 -1.198
C -1.40733 -0.85462 -1.90581 -2.93 0.19 -1.67 -0.233
H 1.16755 2.28700 2.96740 -0.19 -1.04 1.23 0.067
H -0.30844 1.96276 2.32783 -0.65 -0.46 0.54 0.055
H -0.01449 0.94327 3.88861 1.17 1.29 -1.49 0.085
H 1.32657 1.11177 0.86930 -1.05 -2.77 2.49 0.099
H 1.73097 -0.61511 2.02587 -1.17 3.57 -0.06 0.157
H -0.97413 -0.48219 2.86883 2.16 -0.78 -3.89 0.185
H -2.12927 -1.17934 0.50203 2.54 0.44 0.89 0.146
H -0.72982 -0.67868 -2.82642 -1.47 -1.41 1.13 0.085
H -2.02329 -1.83185 -1.62511 2.04 1.43 -1.32 0.117
H -2.33124 -0.11342 -2.15470 2.25 -1.28 1.15 0.116
Cl 1.17758 -1.08982 -1.02347 -0.50 -0.59 -0.02 0.555
Cl -0.26454 1.29036 -1.04094 -0.37 1.29 0.23 0.618
```
Positions in Å, forces in eV/Å.

frontier orbital gap: 10.32 eV
energy: -31424.8489 eV
LUMO: 0.62 eV
relative energy (zero: lowest compared OMol25 entry of this formula, charge and spin): 404.62 kJ/mol

***

ORCA calculation (ωB97M-V/def2-TZVPD) on an isolated ion of composition C6H10ClFN and charge +1 in a non-equilibrium geometry.

```
19
Properties=species:S:1:pos:R:3:forces:R:3:lowdin_charge:R:1
C 2.32250 -0.53997 0.56186 -0.74 0.12 -0.10 0.035
C 1.66165 0.56507 -0.26932 0.52 -0.05 1.16 -0.320
F 2.10800 0.58929 -1.54250 0.07 -0.15 -0.88 0.070
C 0.19337 0.34685 -0.25275 1.09 0.52 -0.16 -0.159
N -0.55529 1.09466 0.45321 -0.57 0.29 -0.38 0.141
C -1.95353 0.66802 0.44852 -0.01 -1.09 1.53 -0.547
Cl -2.25481 0.16178 2.16874 -0.25 0.49 -0.38 0.674
C -1.96371 -0.57985 -0.43716 0.67 -0.11 0.39 -0.123
C -0.51292 -0.68870 -0.97742 -1.47 0.38 -0.27 -0.037
H 1.63509 -1.36102 0.69100 -0.09 -0.52 0.05 0.081
H 3.19478 -0.91225 0.05426 0.45 0.04 -0.12 0.105
H 2.54205 -0.16315 1.54610 0.36 0.07 0.30 0.095
H 1.88342 1.51822 0.20286 0.08 0.37 -0.16 0.157
H -0.18993 1.87775 0.98412 -0.25 0.08 0.11 0.191
H -2.64787 1.43838 0.19642 -0.21 0.63 -0.11 0.118
H -2.16644 -1.39583 0.22991 -0.11 -0.54 0.07 0.091
H -2.72659 -0.59790 -1.19371 -0.17 0.31 -0.37 0.127
H -0.52619 -0.37928 -2.01672 0.41 -0.26 -0.45 0.159
H -0.04358 -1.64208 -0.84742 0.22 -0.58 -0.23 0.141
```
Positions in Å, forces in eV/Å.

frontier orbital gap: 10.73 eV
energy: -23107.3244 eV
LUMO: -4.61 eV
charge: +1
SMILES: C[C@@H](F)C1=[NH+][C@H](Cl)CC1

***

> What is the energy in the eighth record?

-23107.3244 eV

***

> Look up the energy of the third one.

-12642.8788 eV

***

> What is the energy in the second record?

-8548.2322 eV